## one
Formula: C6H11NO2
Source: the Open Molecules 2025 dataset
Level of theory: wB97M-V/def2-TZVPD

Structure (ORCA input):
```
! RIJCOSX wB97M-V def2-TZVPD def2/J DEFGRID3
* xyz 0 1
C 0.218 -1.411 1.380
C 1.218 -0.754 2.292
H -0.652 0.446 2.238
C -1.818 -0.172 -1.421
H -1.342 -1.047 -1.003
C 0.159 0.068 1.621
H -1.583 1.720 -2.289
H 1.062 0.331 -0.517
H -0.551 -2.032 1.815
H 0.568 -1.735 0.411
O 0.480 0.953 -3.650
H 1.143 -0.922 3.356
N 0.547 0.951 0.537
H -0.322 1.218 -0.140
H 2.231 -0.652 1.929
H 1.063 1.759 0.872
H -2.892 -0.111 -1.314
C -1.087 0.865 -1.837
C 0.348 0.536 -2.528
O 1.210 -0.014 -1.754
*
```

Values from the calculation:
E_LUMO   0.6 eV
Frontier orbital gap   0.36523 hartree


## two
Formula: C6H11NO2
Source: the Open Molecules 2025 dataset
Level of theory: wB97M-V/def2-TZVPD

Structure (ORCA input):
```
! RIJCOSX wB97M-V def2-TZVPD def2/J DEFGRID3
* xyz 0 1
H -1.536 1.774 -0.984
H 0.526 -0.867 -1.553
H 3.644 0.178 0.356
C 2.687 -0.282 0.133
C 0.246 0.150 -1.230
C -0.970 0.033 -0.161
H -1.328 -2.095 -0.486
H 2.701 -1.347 -0.082
O 0.236 1.120 -2.029
C 1.553 0.431 0.076
O -0.151 0.599 2.062
H 0.273 -1.212 1.149
H 0.592 0.440 2.663
H 1.589 1.501 0.268
N -1.730 1.274 -0.114
H -1.406 1.872 0.640
H -2.687 -1.225 0.259
H -2.325 -1.007 -1.461
C -1.880 -1.151 -0.473
C -0.034 -0.186 0.966
*
```

Values from the calculation:
E_LUMO (alpha / beta)   -0.6 / -0.6 eV
Frontier orbital gap (alpha / beta)   0.29287 / 0.29290 hartree


Of them, two has the lowest stability.


## one
Formula: C6H11NO2
Source: the Open Molecules 2025 dataset
Level of theory: wB97M-V/def2-TZVPD

Structure (ORCA input):
```
! RIJCOSX wB97M-V def2-TZVPD def2/J DEFGRID3
* xyz 0 1
H 0.352 -1.593 -2.058
H 1.568 -0.352 -1.720
C 1.011 -1.183 -1.292
H 2.262 0.009 0.672
O -0.523 1.089 -2.081
O -0.687 -1.425 0.473
H 0.992 1.883 -0.186
N 1.012 -0.377 2.334
H 1.646 -1.139 2.543
C 0.173 -0.745 -0.104
H -2.844 -0.001 -1.073
C -2.279 0.730 -0.492
C 0.496 1.212 0.504
H 1.706 -1.953 -0.954
C -0.852 0.732 -0.984
H -2.703 1.719 -0.668
C 1.234 0.092 1.006
H 0.070 -0.770 2.390
H -2.350 0.445 0.554
H -0.282 1.628 1.135
*
```

Values from the calculation:
E_LUMO   -0.2 eV
Frontier orbital gap   0.28011 hartree


## two
Formula: C6H11NO2
Source: the Open Molecules 2025 dataset
Level of theory: wB97M-V/def2-TZVPD

Structure (ORCA input):
```
! RIJCOSX wB97M-V def2-TZVPD def2/J DEFGRID3
* xyz 0 1
C -2.180 -0.507 -0.536
C 1.801 -0.906 0.637
O 1.939 -1.152 1.806
H 1.397 1.382 -1.135
H 0.473 2.065 1.028
H -2.501 1.218 0.258
H -0.853 -1.500 1.064
H 2.717 -0.902 -1.038
H -0.375 -1.839 -0.643
H -1.009 1.248 1.488
H -0.283 1.283 -1.609
C 0.260 0.065 0.106
O 2.931 -1.090 -0.114
H 0.460 0.777 2.148
N -2.913 0.474 -0.306
C 0.026 1.085 1.196
C 0.557 0.693 -1.243
H -2.610 -1.269 -1.193
C -0.644 -1.076 0.086
H 0.809 -0.050 -1.999
*
```

Values from the calculation:
E_LUMO   0.4 eV
Frontier orbital gap   0.34768 hartree


## three
Formula: C6H11NO2
Source: the Open Molecules 2025 dataset
Level of theory: wB97M-V/def2-TZVPD

Structure (ORCA input):
```
! RIJCOSX wB97M-V def2-TZVPD def2/J DEFGRID3
* xyz 0 1
H 2.258 0.122 1.684
C -1.055 -0.847 0.168
H 2.452 0.423 -0.684
O 1.579 0.807 -0.857
H 0.623 0.278 2.346
C -1.333 1.324 -1.202
C 1.289 0.617 1.547
H -2.888 -1.044 0.404
C -0.914 0.652 0.098
N 0.962 -2.197 -0.402
H 1.443 1.695 1.670
H -1.041 2.380 -1.200
H -0.865 0.851 -2.071
C 0.256 -1.121 -0.079
H -2.420 1.280 -1.334
H 0.469 -3.010 -0.765
H -1.329 1.196 0.958
C 0.716 0.310 0.170
O -2.098 -1.603 0.332
H 1.898 -2.114 -0.782
*
```

Values from the calculation:
E_LUMO   0.7 eV
Frontier orbital gap   0.27811 hartree


Of them, one has the lowest stability.


## one
Formula: C6H11NO2
Source: the Open Molecules 2025 dataset
Level of theory: wB97M-V/def2-TZVPD

Structure (ORCA input):
```
! RIJCOSX wB97M-V def2-TZVPD def2/J DEFGRID3
* xyz 0 1
C -2.523 -0.906 -0.133
C 0.433 2.126 -0.528
H 2.376 -1.683 -1.294
C 1.168 -0.716 0.142
H 0.937 1.608 -1.350
H -3.292 -0.258 -0.563
N 2.112 -0.498 1.140
H -2.705 -1.936 -0.448
H 2.956 -1.046 1.065
C -0.182 -0.144 0.568
H 1.236 2.315 0.200
O -1.240 -0.518 -0.611
C -0.509 1.218 0.125
O -0.512 -0.273 1.806
H -2.560 -0.864 0.959
C 1.410 -1.253 -1.058
H -0.009 3.063 -0.856
H 0.630 -1.302 -1.800
H 1.699 -0.523 2.066
H -1.427 1.592 0.569
*
```

Values from the calculation:
E_LUMO   -0.7 eV
Frontier orbital gap   0.27725 hartree


## two
Formula: C6H11NO2
Source: the Open Molecules 2025 dataset
Level of theory: wB97M-V/def2-TZVPD

Structure (ORCA input):
```
! RIJCOSX wB97M-V def2-TZVPD def2/J DEFGRID3
* xyz 0 1
N -1.860 0.332 -0.036
H 0.789 0.611 -2.073
O -1.583 1.457 0.297
H 1.774 1.395 -0.881
O -1.190 -1.909 0.122
H 0.838 1.533 1.399
H 2.487 -0.712 -0.528
C 0.906 0.521 1.492
H -3.175 -1.218 -0.602
C 0.646 -0.117 0.063
C -0.764 -0.610 -0.022
C -3.030 -0.161 -0.308
H -3.759 0.650 -0.196
H 2.002 -1.858 0.598
H 1.223 -1.820 -0.958
C 1.676 -1.237 -0.202
H 1.866 0.352 1.927
H 0.125 0.084 2.122
H 0.165 1.730 -1.136
C 0.864 0.978 -1.079
*
```

Values from the calculation:
E_LUMO (alpha / beta)   -0.7 / -0.7 eV
Frontier orbital gap (alpha / beta)   0.31114 / 0.31109 hartree


Of them, two has the lowest stability.


## one
Formula: C2H5IO
Source: the Open Molecules 2025 dataset
Level of theory: wB97M-V/def2-TZVPD

Structure (ORCA input):
```
! RIJCOSX wB97M-V def2-TZVPD def2/J DEFGRID3
* xyz 0 1
C -0.227 0.657 0.478
H 0.572 -0.141 -1.290
H -1.049 0.221 0.024
C 0.843 0.151 -0.362
I 2.970 0.012 0.001
H -0.429 1.745 0.429
O 0.447 -1.985 0.173
H 1.363 -2.163 -0.039
H -0.264 0.277 1.527
*
```

Values from the calculation:
E_LUMO (alpha / beta)   -0.8 / -0.8 eV
Frontier orbital gap (alpha / beta)   0.31726 / 0.31397 hartree


## two
Formula: C2H5IO
Source: the Open Molecules 2025 dataset
Level of theory: wB97M-V/def2-TZVPD

Structure (ORCA input):
```
! RIJCOSX wB97M-V def2-TZVPD def2/J DEFGRID3
* xyz 0 1
C -0.363 1.099 -1.687
H -1.142 1.623 -2.164
H 1.213 -0.532 -0.433
I 1.151 -1.754 2.962
C -0.621 0.281 -0.666
O 0.256 -0.480 -0.015
H 0.590 1.514 -2.011
H 0.507 -1.705 4.400
H -1.592 -0.046 -0.387
*
```

Values from the calculation:
E_LUMO   0.6 eV
Frontier orbital gap   0.35446 hartree


Of them, one has the lowest stability.


## one
Formula: C5H8O2
Source: the Open Molecules 2025 dataset
Level of theory: wB97M-V/def2-TZVPD

Structure (ORCA input):
```
! RIJCOSX wB97M-V def2-TZVPD def2/J DEFGRID3
* xyz 0 1
H -2.511 -0.259 1.242
H -1.874 1.649 0.744
C -0.074 0.110 -0.476
C 1.100 0.972 -0.544
H 2.020 0.569 -1.078
C -2.136 0.557 0.527
H 0.848 -1.452 0.646
H 0.781 -1.724 -1.084
C 0.148 -1.253 -0.184
O -2.456 0.187 -0.732
H -0.659 -1.858 0.079
H 1.007 1.846 -1.122
O -1.057 1.169 -2.329
H 1.566 1.201 0.514
C -1.187 0.500 -1.301
*
```

Values from the calculation:
E_LUMO (alpha / beta)   -0.2 / -0.2 eV
Frontier orbital gap (alpha / beta)   0.29640 / 0.29836 hartree


## two
Formula: C5H8O2
Source: the Open Molecules 2025 dataset
Level of theory: wB97M-V/def2-TZVPD

Structure (ORCA input):
```
! RIJCOSX wB97M-V def2-TZVPD def2/J DEFGRID3
* xyz 0 1
C -0.944 1.009 -0.182
H 0.611 -1.787 0.664
H 1.905 0.989 1.329
C 1.447 -1.090 0.594
H -2.449 -0.104 -1.254
H -1.596 1.872 -0.025
H -0.302 1.222 -1.039
C -1.762 -0.254 -0.415
C 1.155 0.438 0.761
H -2.346 -0.485 0.483
C 1.529 -0.155 -0.538
H -1.137 -1.125 -0.653
O 1.634 0.001 -1.725
H 2.387 -1.439 1.013
O -0.130 0.908 0.987
*
```

Values from the calculation:
E_LUMO   0.6 eV
Frontier orbital gap   0.36620 hartree


## three
Formula: C5H8O2
Source: the Open Molecules 2025 dataset
Level of theory: wB97M-V/def2-TZVPD

Structure (ORCA input):
```
! RIJCOSX wB97M-V def2-TZVPD def2/J DEFGRID3
* xyz 0 1
H -2.801 -0.262 0.917
C 0.978 0.679 1.123
H 1.693 -1.664 0.870
H 2.120 0.221 -1.967
H 1.452 1.272 1.905
O 1.853 0.932 -1.365
C -2.351 0.209 0.050
H -0.736 -1.869 -0.784
O -0.427 0.838 1.267
C 1.599 0.397 -0.169
H -0.674 1.226 -0.754
C -1.146 0.766 0.116
H -0.209 -2.362 -0.973
C 1.556 -0.619 0.645
H -2.907 0.234 -0.881
*
```

Values from the calculation:
E_LUMO   0.6 eV
Frontier orbital gap   0.34695 hartree


## four
Formula: C5H8O2
Source: the Open Molecules 2025 dataset
Level of theory: wB97M-V/def2-TZVPD

Structure (ORCA input):
```
! RIJCOSX wB97M-V def2-TZVPD def2/J DEFGRID3
* xyz 0 1
O -1.568 1.830 0.319
H -0.543 -0.030 1.321
H 1.134 -1.803 1.532
C 1.947 -0.804 -0.170
H -1.986 2.680 0.135
H -1.340 -1.366 0.504
H -2.119 1.088 -1.572
H 1.650 0.161 -0.637
H 0.701 -2.503 -0.023
O 3.096 -1.163 -0.242
H -0.540 1.839 -1.508
C 0.825 -1.556 0.511
C -1.239 1.218 -0.915
C -0.450 -0.709 0.464
C -0.608 -0.101 -0.878
*
```

Values from the calculation:
E_LUMO   0.0 eV
Frontier orbital gap   0.31971 hartree


Of them, three has the lowest stability.